A molecular structure, C18H16ClN6OS4Sm at a distorted geometry. Source: the OMol25 dataset; level of theory: ωB97M-V with the def2-TZVPD basis set.

Cartesian coordinates (Å):
Sm1 -2.23658 -1.20708 -0.05435
Cl1 -2.98862 -3.99330 0.33523
S1 -3.54397 0.41309 1.71043
S2 0.48277 -1.39930 -0.48195
S3 0.98788 -1.80144 2.43869
S4 2.79197 -1.62761 4.83321
O1 0.19968 1.52140 1.71256
N1 -2.18640 -1.30521 -2.53047
N2 -3.93713 1.76910 -0.63803
N3 -4.74352 2.75103 1.20265
N4 -3.31867 0.76542 -1.29684
N5 3.29434 -0.98443 2.20739
N6 2.73985 -0.86272 0.87869
C1 -1.30303 -2.25611 -4.53853
C2 6.64410 0.24104 2.94125
C3 6.50236 1.61324 3.03288
C4 -2.26135 -0.12845 -4.65907
C5 -1.62621 -2.28863 -3.18789
C6 -2.43408 -2.96367 1.82602
C7 4.15924 1.33297 2.61056
C8 -3.06344 0.96696 -2.59262
C9 -3.41483 2.15878 -3.45338
C10 4.37756 -0.06687 2.48910
C11 -1.56677 -1.12713 -5.26317
C12 5.25801 2.18317 2.84766
C13 -0.49698 2.06226 1.03219
C14 -2.41323 -0.17771 -3.27557
C15 5.62511 -0.63381 2.70989
C16 -4.10633 1.66821 0.67891
C17 2.52224 -1.50170 3.20488
C18 1.51741 -1.29676 0.87680
H1 3.19911 1.80705 2.66744
H2 7.44418 2.22046 3.12003
H3 -4.79966 3.54000 0.56265
H4 5.75911 -1.71722 2.79043
H5 -1.49791 -3.42968 2.18053
H6 -2.57017 2.56445 -4.05738
H7 5.12219 3.24412 3.02045
H8 -3.79940 2.87327 -2.73631
H9 7.65686 -0.11835 3.18052
H10 -1.31370 -1.08140 -6.32982
H11 -3.27861 -3.11565 2.49679
H12 -2.37512 0.86195 -5.10321
H13 -0.77671 -3.12400 -4.84329
H14 -4.63272 2.91234 2.19767
H15 -4.29991 1.91080 -4.08106
H16 -1.29893 -3.17288 -2.66261

* HOMO energy (alpha / beta): -0.2851 / -0.2852 hartree
* expectation value of S²: 8.7736
* energy relative to the best compared isomer or geometry (same formula, charge and spin): 31.5 kcal per mole
* 2S+1: 6
* LUMO (alpha / beta): -1.31 / -1.28 eV